# C5H14N2

An isolated molecule of C5H14N2 in a non-equilibrium geometry (wB97M-V/def2-TZVPD, the OMol25 dataset).

```
21
Properties=species:S:1:pos:R:3:forces:R:3
C -2.67696 -0.40553 -0.45114 3.323 0.846 -0.125
C -1.20839 -0.46286 0.21533 -1.505 -0.442 1.610
C -0.51144 -1.79132 -0.26763 -0.402 1.823 -1.352
C -0.35418 0.84634 0.14054 -1.071 1.124 -3.429
N 0.90479 0.94588 0.83309 -2.923 0.776 0.501
C 2.00214 0.30244 0.24821 1.644 1.517 -0.689
N 3.18051 1.16936 -0.06162 0.222 1.002 1.196
H -3.31066 0.38427 -0.13216 -0.344 0.848 0.615
H -2.48561 -0.24820 -1.50709 -0.405 -0.342 -0.440
H -3.12886 -1.32997 -0.22345 -0.647 -1.092 -0.115
H -1.44564 -0.65279 1.30880 0.472 0.253 -0.881
H -0.18599 -1.72227 -1.39036 -0.164 -0.083 2.145
H -1.27453 -2.55862 -0.23118 0.025 -0.342 0.106
H 0.26726 -2.00396 0.45906 0.427 -0.315 -0.500
H -0.14504 0.93562 -1.02152 -0.099 -0.159 1.707
H -0.98051 1.80643 0.24113 0.627 -1.567 0.557
H 0.92190 1.65311 1.57617 0.621 -0.862 -0.721
H 1.68218 -0.17316 -0.68811 0.109 0.056 0.377
H 2.35829 -0.41640 0.93193 0.826 -1.251 0.499
H 3.38214 1.80666 0.74542 -0.100 -1.336 -0.305
H 3.00859 1.91498 -0.72543 -0.636 -0.455 -0.757
```
Forces are in eV/Å.

Results
* molar mass: 102.2 Da
* Kohn-Sham gap: 9.427 eV
* structure (SMILES): CC(C)CNCN
* energy relative to the best compared isomer or geometry (same formula, charge and spin): 164.3 kJ/mol